# 1
6
Properties=species:S:1:pos:R:3:forces:R:3:mulliken_charge:R:1 method="wB97M-V/def2-TZVPD" orbital_gap_ev="6.54 / 7.42" charge=0 multiplicity=3 s2=2.006 e_above_lowest_kcal_mol=36.9
O -0.6704 0.2675 0.2236 2.182 1.197 0.090 -0.20
P 0.7338 -0.5926 -0.0243 0.829 -0.519 1.558 0.05
S -2.2098 -0.2251 0.0102 -3.873 -1.610 0.948 -0.09
H 1.2804 -0.3789 1.3302 -0.321 -0.445 -0.908 0.04
H 1.4109 0.5150 -0.4332 0.903 0.809 -0.666 0.03
H -2.3359 0.2461 -1.2059 0.280 0.568 -1.022 0.16

# 2
7
Properties=species:S:1:pos:R:3:forces:R:3:mulliken_charge:R:1 method="wB97M-V/def2-TZVPD" orbital_gap_ev=9.75 charge=0 e_above_lowest_kcal_mol=12.5
O -0.8110 0.2692 1.3473 2.274 3.075 -2.176 -0.48
P 0.3467 0.1057 0.2202 -0.873 1.837 -0.067 0.44
S 1.8742 -0.9983 0.5228 -0.191 0.268 0.048 -0.32
S -0.8394 -0.3687 -1.4838 1.608 0.269 -1.157 -0.27
H -1.2832 -0.3652 1.7820 -1.535 -3.145 1.506 0.32
H 0.4769 1.6073 0.0622 0.226 -2.045 0.222 0.12
H 0.2358 -0.2500 -2.4508 -1.508 -0.257 1.624 0.19

# 3
7
Properties=species:S:1:pos:R:3:forces:R:3:mulliken_charge:R:1 method="wB97M-V/def2-TZVPD" orbital_gap_ev="5.84 / 5.79" charge=0 e_above_lowest_kcal_mol=97.5
O 1.1041 -0.4710 -0.3778 1.040 0.580 1.686 -0.44
P -0.0325 0.6681 -0.4584 -1.206 0.294 -0.880 0.15
S -0.5183 -2.9952 -0.6704 -0.073 -0.092 -0.008 -0.01
S -0.7405 0.5938 1.5323 -0.438 0.162 0.424 -0.24
H 1.1864 -1.0870 -1.0790 -0.308 -0.801 -1.189 0.34
H 0.7428 1.8019 -0.2436 0.623 0.325 -0.015 0.05
H -1.7420 1.4894 1.2969 0.363 -0.468 -0.018 0.16

# 4
7
Properties=species:S:1:pos:R:3:forces:R:3:mulliken_charge:R:1 method="wB97M-V/def2-TZVPD" orbital_gap_ev="6.50 / 6.56" charge=0 e_above_lowest_kcal_mol=97.8
O -0.0602 -1.3426 -0.3457 2.779 -1.069 -1.318 -0.49
P 0.1883 0.1917 0.2105 -0.827 -0.447 0.547 0.28
S 3.0861 0.3425 -0.8967 -0.711 -0.032 0.248 -0.15
S -1.8878 0.6282 -0.1993 0.373 0.092 -0.290 -0.27
H 0.7432 -1.7236 -0.9192 -2.398 1.559 1.987 0.38
H -0.0905 0.1219 1.6855 0.668 -0.294 -1.315 0.10
H -1.9790 1.7820 0.4649 0.115 0.190 0.142 0.15

# 5
6
Properties=species:S:1:pos:R:3:forces:R:3:mulliken_charge:R:1 method="wB97M-V/def2-TZVPD" orbital_gap_ev=7.47 charge=0 e_above_lowest_kcal_mol=21.8
O -1.3717 -0.0556 1.8349 -0.302 -0.311 0.250 -0.38
P -0.5690 1.0793 1.3345 0.480 0.111 -0.837 0.32
Si 0.3856 -0.0952 -0.5666 1.308 1.565 0.454 0.21
H 0.8414 -1.2278 0.3326 0.173 0.294 -0.851 -0.03
H -0.7238 -0.4349 -1.4144 -0.584 -0.385 -0.397 -0.06
H 1.4374 0.7341 -1.5210 -1.075 -1.274 1.381 -0.06

# 6
6
Properties=species:S:1:pos:R:3:forces:R:3:mulliken_charge:R:1 method="wB97M-V/def2-TZVPD" orbital_gap_ev=7.36 charge=0 e_above_lowest_kcal_mol=32.6
P 1.8137 -0.4543 1.0951 -0.222 -0.816 -0.767 0.09
S 2.0360 0.7956 -0.3660 -0.173 -0.870 0.529 -0.15
H 1.3413 -1.8340 0.5093 0.494 1.685 0.272 0.07
S -1.9053 0.6445 0.1752 0.873 -0.834 -0.479 -0.28
H -0.9457 -0.2009 -0.3901 -0.981 0.850 0.487 0.11
H -2.3400 1.0491 -1.0235 0.009 -0.015 -0.041 0.15